Record 1
Entry from the Open Molecules 2025 dataset: a structure of composition C21H26BrI2NO8PY (ωB97M-V/def2-TZVPD).

Relative energy (zero: lowest compared OMol25 entry of this formula, charge and spin): 47.1 kcal per mole
Largest force on an atom: 0.07671 Eh/bohr
Orbital gap: 8.26 eV

Positions of all 61 atoms, in Å:
Y  1.142  -0.340  0.154
O  -0.531  -2.236  3.120
C  0.207  -2.052  2.178
O  1.053  -1.075  2.004
C  0.173  -3.045  1.015
C  -0.131  -4.377  1.214
C  -0.168  -5.213  0.111
C  0.076  -4.683  -1.149
C  0.370  -3.338  -1.260
N  0.425  -2.532  -0.199
H  -0.339  -4.722  2.217
H  -0.389  -6.266  0.229
H  0.045  -5.301  -2.035
H  0.571  -2.883  -2.221
C  -1.117  3.968  -1.129
C  -2.326  3.320  -0.477
C  -2.345  3.544  1.029
C  -3.612  3.819  -1.109
O  -2.320  1.875  -0.791
P  -1.398  0.774  -0.175
O  -1.170  -0.303  -1.236
O  -0.083  1.321  0.331
O  -2.075  0.112  1.077
C  -3.373  -0.585  1.203
C  -4.459  0.152  0.431
C  -3.659  -0.571  2.692
C  -3.222  -2.009  0.691
H  -1.176  5.051  -1.006
H  -1.096  3.739  -2.196
H  -0.190  3.618  -0.675
H  -2.375  4.616  1.230
H  -1.456  3.131  1.504
H  -3.229  3.084  1.474
H  -3.679  4.902  -0.991
H  -4.480  3.360  -0.632
H  -3.628  3.580  -2.174
H  -4.540  1.186  0.770
H  -5.415  -0.345  0.600
H  -4.254  0.153  -0.641
H  -3.777  0.455  3.047
H  -2.833  -1.034  3.231
H  -4.577  -1.127  2.894
H  -2.853  -2.018  -0.336
H  -4.194  -2.505  0.719
H  -2.533  -2.564  1.328
I  0.554  0.505  -2.509
I  2.537  1.293  -4.282
Br  5.471  -2.756  -1.082
C  5.923  -0.930  -0.876
C  7.281  -0.650  -0.958
C  7.741  0.647  -0.807
C  6.849  1.680  -0.571
C  5.500  1.402  -0.480
C  5.007  0.103  -0.629
C  3.530  -0.042  -0.438
O  2.886  0.929  0.079
O  2.892  -1.086  -0.767
H  7.976  -1.460  -1.134
H  8.804  0.847  -0.870
H  7.205  2.695  -0.444
H  4.782  2.187  -0.288

Record 2
Entry from the Open Molecules 2025 dataset: a cluster of 2 separate species, C21H26BrN2OS in total (ωB97M-V/def2-TZVPD).

Relative energy (zero: lowest compared OMol25 entry of this formula, charge and spin): 0.0 kcal per mole
Largest force on an atom: 0.07673 Eh/bohr
Orbital gap: 3.56 eV
Net charge: +1

Positions of all 52 atoms, in Å:
Br  6.044  -6.031  2.826
C  4.747  -4.969  1.964
C  5.057  -3.662  1.620
C  4.089  -2.890  0.998
C  2.844  -3.424  0.705
C  2.546  -4.746  1.035
C  3.505  -5.511  1.682
N  1.283  -5.339  0.730
C  0.153  -4.489  0.953
C  -1.000  -5.034  1.498
C  -2.130  -4.251  1.699
C  -2.104  -2.900  1.373
C  -0.957  -2.343  0.831
C  0.166  -3.135  0.616
S  1.623  -2.438  -0.097
H  6.029  -3.235  1.825
H  4.315  -1.861  0.743
H  3.299  -6.538  1.951
H  1.264  -5.677  -0.228
H  -1.015  -6.087  1.754
H  -3.017  -4.707  2.118
H  -2.983  -2.293  1.549
H  -0.933  -1.288  0.582
C  -2.366  4.305  -2.359
C  -2.474  3.352  -1.146
C  -2.198  4.083  0.182
C  -0.745  4.490  0.395
C  0.196  3.298  0.256
C  0.049  2.546  -1.077
N  -1.439  2.240  -1.204
O  -1.780  1.207  -0.678
C  0.573  3.403  -2.240
C  0.841  1.249  -1.081
C  -3.873  2.754  -1.145
H  -1.886  5.248  -2.105
H  -1.821  3.862  -3.189
H  -3.360  4.533  -2.735
H  -2.514  3.436  1.007
H  -2.851  4.956  0.194
H  -0.463  5.283  -0.300
H  -0.639  4.912  1.395
H  1.237  3.611  0.327
H  0.019  2.596  1.077
H  0.343  2.947  -3.203
H  1.655  3.464  -2.153
H  0.194  4.421  -2.241
H  0.616  0.611  -0.228
H  1.900  1.488  -1.037
H  0.660  0.679  -1.993
H  -4.052  2.165  -2.045
H  -4.583  3.577  -1.126
H  -4.065  2.128  -0.276

Record 3
Entry from the Open Molecules 2025 dataset: a structure of composition C21H26BrN3O4Te4Ti (ωB97M-V/def2-TZVPD).

Relative energy (zero: lowest compared OMol25 entry of this formula, charge and spin): 23.2 kcal per mole
Multiplicity: 3
Largest force on an atom: 0.02418 Eh/bohr
Orbital gap (spin up / spin down): 4.15 / 4.46 eV
Net charge: -2

Positions of all 60 atoms, in Å:
Ti  1.066  0.524  0.793
C  -1.340  -1.729  3.460
C  -0.292  -1.595  2.397
O  -0.248  -0.460  1.788
C  0.580  -2.613  2.103
C  1.742  -2.467  1.289
C  2.589  -3.682  1.044
N  2.117  -1.310  0.810
N  3.405  -1.292  0.250
C  3.729  -0.059  0.000
O  2.945  0.945  0.142
C  5.173  0.217  -0.297
C  6.092  -0.814  -0.463
C  7.432  -0.523  -0.667
C  7.862  0.799  -0.703
C  6.946  1.827  -0.546
C  5.601  1.537  -0.347
H  -2.336  -1.674  3.015
H  -1.242  -0.896  4.159
H  -1.243  -2.669  4.003
H  0.427  -3.575  2.573
H  3.598  -3.532  1.429
H  2.692  -3.848  -0.030
H  2.141  -4.560  1.507
H  5.737  -1.835  -0.423
H  8.142  -1.332  -0.794
H  8.910  1.024  -0.863
H  7.272  2.859  -0.578
H  4.865  2.321  -0.228
C  -3.699  1.725  -0.611
O  -2.893  0.673  -0.136
C  -3.614  -0.457  0.292
C  -3.279  -1.691  -0.516
O  -2.104  -2.287  -0.009
C  -1.793  -3.479  -0.682
H  -4.360  1.388  -1.419
H  -3.038  2.489  -1.014
H  -4.313  2.156  0.195
H  -4.694  -0.272  0.218
H  -3.379  -0.653  1.346
H  -3.142  -1.415  -1.569
H  -4.111  -2.414  -0.442
H  -2.601  -4.219  -0.567
H  -0.881  -3.874  -0.234
H  -1.623  -3.299  -1.750
Te  0.406  -0.412  -1.748
Te  -1.110  -0.708  -3.949
Te  -1.024  3.473  -3.336
Te  0.089  2.348  -1.168
Br  0.255  6.122  4.573
C  0.393  4.679  3.348
C  -0.558  3.643  3.352
C  -0.326  2.516  2.616
N  0.835  2.310  1.898
C  1.707  3.376  1.834
C  1.541  4.528  2.548
H  -1.490  3.740  3.894
H  -1.073  1.738  2.543
H  2.547  3.249  1.163
H  2.270  5.322  2.451

Record 4
Entry from the Open Molecules 2025 dataset: a cluster of 7 separate species, C21H26Cl2F4O18 in total (ωB97M-V/def2-TZVPD).

SMILES: O=C1OC[C@@H](F)O1.O=C1OC[C@@H](F)O1.O=C1OC[C@@H](F)O1.O=C1OC[C@@H](F)O1.C[C@H]1COC(=O)O1.C[C@H]1COC(=O)O1.ClCCl
Relative energy (zero: lowest compared OMol25 entry of this formula, charge and spin): 0.0 kcal per mole
Largest force on an atom: 0.05330 Eh/bohr
Orbital gap: 10.86 eV

Positions of all 71 atoms, in Å:
O  17.368  22.815  0.715
C  16.290  22.323  0.719
O  15.118  22.914  0.535
C  14.072  22.176  1.206
C  14.681  20.757  0.999
F  14.245  20.364  -0.233
O  16.063  20.975  0.898
H  14.115  22.416  2.268
H  13.079  22.215  0.777
H  14.450  19.995  1.741
O  8.909  14.633  7.025
C  8.615  15.743  7.338
O  8.073  16.086  8.532
C  7.931  17.513  8.634
C  7.992  17.883  7.145
F  8.612  19.057  6.919
O  8.823  16.859  6.629
H  7.051  17.978  9.074
H  8.810  17.791  9.214
H  7.011  17.825  6.670
O  10.889  19.302  12.409
C  11.179  19.366  11.271
O  11.198  18.255  10.430
C  11.568  18.705  9.127
C  12.103  20.084  9.375
F  11.683  20.864  8.317
O  11.489  20.488  10.561
H  12.258  18.092  8.549
H  10.637  18.736  8.562
H  13.189  20.181  9.329
O  11.711  24.220  1.794
C  11.159  24.134  2.846
O  11.463  23.102  3.718
C  10.904  23.455  4.988
C  9.686  24.211  4.515
F  9.213  25.070  5.416
O  10.232  24.931  3.357
H  10.555  22.595  5.556
H  11.619  24.086  5.516
H  8.919  23.526  4.149
C  15.290  23.228  5.055
C  16.402  22.242  5.423
C  17.805  22.873  5.542
O  18.290  22.317  6.762
C  17.279  21.817  7.503
O  17.350  21.448  8.631
O  16.154  21.861  6.773
H  14.330  22.713  5.020
H  15.436  23.524  4.012
H  15.342  24.094  5.708
H  16.464  21.284  4.904
H  17.858  23.952  5.676
H  18.373  22.507  4.688
C  6.390  22.186  1.146
C  6.526  21.950  2.658
C  6.043  20.641  3.230
O  7.049  20.360  4.247
C  8.134  21.085  3.987
O  9.142  21.073  4.639
O  7.907  21.928  2.943
H  6.272  21.187  0.721
H  7.273  22.676  0.748
H  5.473  22.709  0.881
H  6.105  22.750  3.279
H  6.039  19.840  2.491
H  5.112  20.739  3.780
Cl  13.687  19.525  4.582
C  12.101  20.180  4.931
Cl  11.284  18.868  5.870
H  12.157  21.075  5.542
H  11.454  20.352  4.077

Record 5
Entry from the Open Molecules 2025 dataset: a structure of composition C21H26F2GdN4O5 (ωB97M-V/def2-TZVPD).

Relative energy (zero: lowest compared OMol25 entry of this formula, charge and spin): 36.5 kcal per mole
Multiplicity: 8
Largest force on an atom: 0.08702 Eh/bohr
Orbital gap (spin up / spin down): 7.69 / 7.18 eV
Net charge: +1

Positions of all 59 atoms, in Å:
Gd  0.272  -0.767  0.484
O  -1.428  -1.245  2.464
C  -1.201  -2.328  3.369
C  0.070  -2.115  4.218
N  1.229  -1.787  3.430
C  1.935  -2.833  2.712
C  1.528  -2.615  1.245
O  0.346  -2.907  0.923
O  2.258  -1.941  0.484
C  1.849  -0.482  3.538
C  1.235  0.409  2.442
O  0.063  0.850  2.593
O  1.848  0.568  1.362
H  -1.348  -0.433  3.002
H  -1.102  -3.220  2.746
H  -2.069  -2.437  4.030
H  0.248  -3.030  4.802
H  -0.108  -1.295  4.921
H  1.604  -3.816  3.055
H  3.017  -2.731  2.834
H  2.926  -0.566  3.365
H  1.670  -0.044  4.526
F  -4.547  -1.940  -2.779
C  -3.222  -1.689  -2.731
C  -2.630  -1.370  -1.519
C  -1.262  -1.064  -1.405
C  -0.526  -1.139  -2.626
C  -1.154  -1.463  -3.829
F  -0.455  -1.476  -4.989
C  -2.507  -1.724  -3.912
C  0.931  -0.876  -2.578
C  1.854  -1.566  -3.366
C  3.200  -1.287  -3.233
C  3.602  -0.303  -2.342
C  2.629  0.353  -1.611
N  1.326  0.073  -1.698
H  -3.267  -1.374  -0.643
H  -2.978  -1.958  -4.852
H  1.527  -2.323  -4.061
H  3.925  -1.829  -3.820
H  4.643  -0.056  -2.217
H  2.899  1.146  -0.921
N  -1.203  4.513  -0.994
C  -2.329  3.541  -1.054
C  -1.749  2.118  -1.031
N  -0.906  1.879  0.128
C  0.138  2.883  0.248
C  -0.419  4.312  0.256
H  -1.550  5.477  -1.060
H  -0.581  4.331  -1.794
H  -2.912  3.711  -1.960
H  -2.972  3.707  -0.187
H  -1.151  1.937  -1.930
H  -2.564  1.392  -1.034
H  -1.459  1.867  0.985
H  0.837  2.751  -0.582
H  0.684  2.702  1.176
H  0.389  5.044  0.303
H  -1.081  4.466  1.111

Record 6
Entry from the Open Molecules 2025 dataset: a cluster of 2 separate species, C21H26F6N4O7S2 in total (ωB97M-V/def2-TZVPD).

SMILES: CNCc1c(N(C)C(C)=O)c(CCCOC(C)=O)c(S(=O)(=O)C(F)(F)F)c2nsnc12.CCOC(=O)C(F)(F)F
Relative energy (zero: lowest compared OMol25 entry of this formula, charge and spin): 52.9 kcal per mole
Largest force on an atom: 0.10921 Eh/bohr
Orbital gap: 7.59 eV

Positions of all 66 atoms, in Å:
C  0.750  -3.633  1.206
N  0.049  -2.481  0.585
C  1.005  -1.428  0.120
C  0.735  -0.104  0.900
C  -0.007  0.980  0.302
N  -0.609  0.987  -1.009
C  -1.499  -0.179  -1.281
C  0.333  1.257  -2.081
C  -0.186  2.249  -3.197
O  1.457  0.815  -2.140
C  -0.189  2.269  1.119
C  -0.957  3.464  0.432
C  -2.489  3.134  0.211
C  -3.258  4.501  -0.108
O  -4.300  4.714  0.875
C  -5.471  4.051  0.531
C  -6.794  4.905  0.419
O  -5.554  2.861  0.349
C  0.322  2.446  2.467
S  0.112  3.936  3.470
O  -1.132  4.671  3.206
O  0.063  3.531  4.880
C  1.599  5.082  3.345
F  1.602  5.882  4.442
F  1.447  5.846  2.208
F  2.777  4.398  3.306
C  1.066  1.293  3.103
N  1.628  1.191  4.330
S  2.313  -0.317  4.520
N  1.943  -0.924  3.007
C  1.263  0.018  2.294
H  1.112  -4.369  0.428
H  1.626  -3.347  1.848
H  -0.026  -4.177  1.824
H  -0.521  -2.034  1.307
H  0.923  -1.203  -0.971
H  2.047  -1.785  0.364
H  -2.454  0.108  -1.796
H  -1.688  -0.689  -0.297
H  -0.964  -0.933  -1.932
H  -1.253  1.922  -3.398
H  0.371  2.142  -4.157
H  -0.264  3.302  -2.820
H  -0.496  3.533  -0.600
H  -0.754  4.447  0.923
H  -2.963  2.592  1.070
H  -2.556  2.529  -0.740
H  -2.526  5.344  0.032
H  -3.638  4.471  -1.160
H  -7.142  5.224  1.441
H  -7.599  4.259  -0.008
H  -6.648  5.773  -0.271
C  4.534  -6.605  -4.092
C  4.256  -5.654  -2.946
O  3.016  -5.987  -2.299
C  3.073  -6.969  -1.391
O  4.066  -7.571  -1.098
C  1.700  -7.180  -0.752
F  0.706  -7.184  -1.658
F  1.411  -6.203  0.134
F  1.614  -8.340  -0.089
H  3.693  -6.624  -4.787
H  5.432  -6.303  -4.632
H  4.674  -7.626  -3.731
H  4.143  -4.639  -3.329
H  5.077  -5.639  -2.227

Record 7
Entry from the Open Molecules 2025 dataset: an isolated molecule of C21H26FN3OS (ωB97M-V/def2-TZVPD).

SMILES: Cc1ccc(C(=O)N2CCC[C@H](N3CCN(c4ccccc4F)CC3)C2)s1
Relative energy (zero: lowest compared OMol25 entry of this formula, charge and spin): 14.2 kcal per mole
Largest force on an atom: 0.01235 Eh/bohr
Orbital gap: 8.19 eV

Positions of all 53 atoms, in Å:
C  -4.636  -3.744  -1.654
C  -4.387  -2.789  -0.543
C  -4.985  -2.731  0.677
C  -4.481  -1.701  1.501
C  -3.521  -0.949  0.893
C  -2.686  0.097  1.524
O  -2.149  -0.121  2.601
N  -2.520  1.259  0.857
C  -3.272  1.699  -0.291
C  -2.322  1.975  -1.454
C  -1.284  3.007  -1.026
C  -0.498  2.480  0.187
N  0.247  1.288  -0.195
C  0.697  0.451  0.907
C  1.652  -0.621  0.396
N  2.874  -0.007  -0.083
C  4.106  -0.582  0.074
C  5.279  0.186  0.133
C  6.525  -0.394  0.268
C  6.663  -1.767  0.360
C  5.527  -2.557  0.297
C  4.289  -1.973  0.148
F  3.222  -2.813  0.039
C  2.732  1.363  -0.508
C  1.343  1.551  -1.124
C  -1.527  2.210  1.299
S  -3.188  -1.545  -0.706
H  -5.425  -4.438  -1.377
H  -3.733  -4.310  -1.882
H  -4.934  -3.214  -2.559
H  -5.759  -3.411  0.987
H  -4.820  -1.511  2.503
H  -3.797  2.627  -0.021
H  -4.020  0.954  -0.559
H  -1.813  1.050  -1.724
H  -2.887  2.335  -2.314
H  -1.779  3.939  -0.743
H  -0.620  3.226  -1.861
H  0.179  3.276  0.559
H  -0.160  -0.051  1.356
H  1.203  1.034  1.697
H  1.877  -1.302  1.218
H  1.160  -1.193  -0.401
H  5.208  1.261  0.089
H  7.398  0.241  0.312
H  7.635  -2.220  0.472
H  5.587  -3.633  0.346
H  2.868  2.071  0.325
H  3.484  1.585  -1.270
H  1.247  0.865  -1.973
H  1.282  2.571  -1.508
H  -2.017  3.160  1.545
H  -1.064  1.819  2.205

Record 8
Entry from the Open Molecules 2025 dataset: a structure of composition C21H26FN3OS (ωB97M-V/def2-TZVPD).

Relative energy (zero: lowest compared OMol25 entry of this formula, charge and spin): 417.4 kcal per mole
Largest force on an atom: 0.30836 Eh/bohr
Orbital gap: 8.20 eV

Positions of all 53 atoms, in Å:
C  4.095  -2.941  5.594
C  3.324  -2.352  4.315
C  3.818  -1.460  3.473
C  3.215  -0.864  2.514
C  2.091  -1.240  2.210
C  1.413  -2.258  3.204
C  2.127  -2.720  4.346
H  1.738  -3.707  4.713
H  0.436  -2.771  2.913
N  1.246  -0.719  1.200
C  -0.204  -0.723  1.126
N  -0.447  -0.313  -0.150
C  0.550  0.085  -1.376
H  -0.298  -0.218  -2.183
H  1.237  -0.853  -1.343
C  1.029  1.418  -1.215
N  0.119  2.554  -1.677
C  0.341  3.740  -0.995
C  -0.911  4.548  -1.509
O  -1.091  4.778  -2.672
C  -1.164  3.475  -3.409
C  -0.187  2.496  -2.934
H  -0.441  1.524  -3.537
H  0.724  2.953  -3.427
H  -1.305  3.483  -4.617
H  -2.231  3.108  -3.069
H  -0.532  5.763  -0.986
H  -1.844  4.080  -0.988
H  0.418  3.594  0.138
H  1.235  4.202  -1.437
H  1.837  1.233  -2.122
H  1.572  1.565  -0.433
C  -1.933  0.246  -0.411
C  -2.538  -0.738  -1.127
C  -2.979  -0.634  -2.426
C  -3.882  -1.789  -3.154
C  -3.927  -2.914  -2.629
C  -3.800  -2.925  -0.994
C  -2.979  -2.057  -0.480
H  -2.735  -2.264  0.674
H  -3.955  -3.781  -0.614
H  -4.658  -3.638  -2.756
H  -3.943  -1.485  -4.076
F  -2.650  0.581  -3.054
H  -2.288  0.311  0.598
H  -1.892  1.294  -1.100
S  -1.183  -0.585  2.295
H  1.847  -0.113  0.517
H  3.643  -0.246  1.851
H  4.948  -1.181  3.915
H  5.210  -2.781  5.453
H  3.776  -2.664  6.466
H  4.008  -4.096  5.386

Question: Among the records above, which one has the highest largest force on an atom?
Answer: number 8

Question: relative energy (zero: lowest compared OMol25 entry of this formula, charge and spin) of number 8 (C21H26FN3OS)?
Answer: 417.4 kcal per mole

Question: Which formula does entry 4 have?
Answer: C21H26Cl2F4O18

Question: Look up the relative energy (zero: lowest compared OMol25 entry of this formula, charge and spin) of the seventh one.
Answer: 14.2 kcal per mole